A 4-piece molecular cluster, C21H39BO16P4 overall in a non-equilibrium geometry, computed with the ωB97M-V functional and the def2-TZVPD basis.

Values from the calculation:
structure (SMILES) = CCB(O)c1cccc2c1C(=O)C=C([PH2]=O)C2=O.COP(=O)(OC)OC.COP(=O)(OC)OC.COP(=O)(OC)OC
E_LUMO = -2.37 eV
energy = -3417.590933 Ha
total charge = 0
energy relative to the best compared isomer or geometry (same formula, charge and spin) = 0.00 kcal/mol

Last column: Löwdin charge in e.
Positions of all 81 atoms, in Å:
1 C 1.77 0.87 2.95  -0.095
2 C 1.25 2.03 2.02  -0.121
3 B 1.81 1.94 0.54  -0.417
4 O 2.23 3.07 -0.17  0.091
5 C 1.89 0.54 -0.22  -0.051
6 C 0.68 -0.08 -0.57  -0.017
7 C 0.69 -1.30 -1.22  -0.035
8 C 1.91 -1.98 -1.54  0.018
9 C 3.08 -1.35 -1.15  -0.092
10 C 3.09 -0.09 -0.50  -0.054
11 C 4.44 0.49 -0.10  -0.281
12 O 4.72 1.67 -0.15  0.132
13 C 5.46 -0.56 0.34  0.009
14 C 5.45 -1.74 -0.27  -0.233
15 P 6.64 -3.01 0.31  0.709
16 O 7.07 -3.98 -0.71  -0.434
17 C 4.43 -2.00 -1.39  -0.310
18 O 4.71 -2.64 -2.37  0.139
19 H 2.54 1.21 3.66  0.071
20 H 2.15 0.00 2.40  0.063
21 H 0.91 0.54 3.56  0.065
22 H 1.60 2.98 2.45  0.105
23 H 0.15 1.99 2.01  0.106
24 H 3.06 3.35 0.25  0.114
25 H -0.27 0.40 -0.32  0.124
26 H -0.28 -1.74 -1.46  0.111
27 H 1.97 -2.95 -2.05  0.123
28 H 6.18 -0.38 1.15  0.114
29 H 5.94 -3.72 1.32  0.021
30 H 7.69 -2.32 0.97  0.019
31 C -2.42 -5.78 -5.49  -0.111
32 O -1.38 -5.14 -6.25  -0.263
33 P -0.79 -3.70 -5.60  0.631
34 O -1.88 -2.79 -6.09  -0.260
35 O 0.51 -3.70 -6.57  -0.248
36 C 0.79 -4.71 -7.54  -0.107
37 O -0.02 -2.68 -4.54  -0.295
38 C 0.20 -1.34 -4.97  -0.117
39 H -2.71 -6.68 -6.02  0.088
40 H -2.05 -6.05 -4.50  0.082
41 H -3.28 -5.12 -5.39  0.084
42 H 0.09 -4.64 -8.38  0.092
43 H 0.77 -5.70 -7.10  0.081
44 H 1.80 -4.53 -7.92  0.090
45 H -0.73 -0.79 -4.97  0.086
46 H 0.65 -1.30 -5.97  0.088
47 H 0.88 -0.88 -4.25  0.080
48 C -2.33 7.08 2.95  -0.113
49 O -2.43 7.15 1.52  -0.266
50 P -1.50 6.03 0.68  0.631
51 O -0.20 6.77 0.75  -0.257
52 O -2.31 6.28 -0.71  -0.249
53 C -3.40 7.19 -0.85  -0.110
54 O -0.97 4.56 0.12  -0.280
55 C -0.01 4.58 -0.94  -0.112
56 H -2.98 7.85 3.37  0.087
57 H -2.66 6.11 3.31  0.080
58 H -1.30 7.26 3.27  0.085
59 H -3.05 8.22 -0.79  0.092
60 H -4.16 7.01 -0.09  0.080
61 H -3.84 7.02 -1.83  0.088
62 H 0.96 4.91 -0.58  0.073
63 H -0.34 5.23 -1.76  0.091
64 H 0.09 3.57 -1.32  0.087
65 C -4.37 0.15 3.75  -0.115
66 O -4.17 -1.21 4.15  -0.278
67 P -2.82 -1.47 5.15  0.686
68 O -1.85 -1.53 3.99  -0.267
69 O -3.39 -2.95 5.55  -0.255
70 C -4.66 -3.46 5.16  -0.108
71 O -1.67 -1.62 6.35  -0.301
72 C -0.64 -2.59 6.15  -0.127
73 H -5.26 0.19 3.11  0.088
74 H -4.54 0.79 4.62  0.080
75 H -3.51 0.52 3.18  0.080
76 H -4.66 -3.69 4.10  0.093
77 H -5.46 -2.77 5.41  0.082
78 H -4.83 -4.39 5.71  0.089
79 H 0.06 -2.25 5.39  0.078
80 H -1.06 -3.56 5.88  0.085
81 H -0.11 -2.68 7.09  0.089